(1)
C13H21N5Rh | ωB97M-V with the def2-TZVPD basis set

```
! RIJCOSX wB97M-V def2-TZVPD def2/J DEFGRID3
* xyz 3 1
Rh -0.043 -0.002 -1.011
C -0.311 -2.572 0.621
C 1.119 -2.666 0.076
N 1.701 -1.331 -0.118
C 2.371 -0.695 1.028
C 1.717 0.591 1.497
C 2.232 1.364 2.539
C 1.525 2.480 2.965
C 0.280 2.759 2.412
C -0.165 1.970 1.360
C -1.480 2.175 0.646
N -1.934 0.923 0.041
C -2.414 -0.122 0.948
C -2.500 -1.461 0.207
N -1.188 -1.867 -0.325
N 0.579 0.954 0.906
H -0.314 -2.045 1.578
H -0.689 -3.587 0.796
H 1.121 -3.197 -0.882
H 1.721 -3.262 0.774
H 2.338 -1.347 -0.918
H 3.413 -0.469 0.780
H 2.393 -1.383 1.880
H 3.164 1.095 3.013
H 1.933 3.125 3.735
H -0.331 3.564 2.794
H -1.337 2.917 -0.150
H -2.225 2.589 1.341
H -2.634 1.119 -0.679
H -3.412 0.129 1.333
H -1.735 -0.195 1.802
H -3.197 -1.365 -0.630
H -2.886 -2.227 0.893
H -1.320 -2.455 -1.155
C 0.461 0.818 -5.474
C 0.346 0.623 -4.102
N 0.237 0.439 -2.961
H -0.481 1.203 -5.883
H 0.697 -0.127 -5.976
H 1.250 1.541 -5.704
*
```

HOMO-LUMO gap (alpha / beta) in eV: 6.22 / 6.19
Energy in a.u.: -891.21060
HOMO (alpha / beta) in eV: -19.5255 / -19.5256

---

(2)
C2H10N2O3 | ωB97M-V with the def2-TZVPD basis set

```
! RIJCOSX wB97M-V def2-TZVPD def2/J DEFGRID3
* xyz 0 1
C -0.688 1.851 -1.506
N 0.017 0.641 -1.822
C 0.700 -0.030 -0.848
N 1.218 -1.256 -1.187
O 0.858 0.417 0.270
H -0.531 2.599 -2.293
H -0.236 2.269 -0.616
H -1.764 1.740 -1.385
H -0.135 0.130 -2.674
H 0.844 -1.822 -1.926
H 1.658 -1.676 -0.392
H 1.263 -0.870 2.577
H -0.257 -0.963 2.750
O 0.545 -0.634 3.172
H -1.767 0.014 0.687
H -2.530 -0.286 1.988
O -2.100 -0.705 1.235
*
```

SMILES string: CNC(N)=O.O.O
HOMO-LUMO gap in eV: 10.49
Energy in a.u.: -417.46066
HOMO in eV: -9.9221

---

(3)
C4H10NS2 | ωB97M-V with the def2-TZVPD basis set

```
! RIJCOSX wB97M-V def2-TZVPD def2/J DEFGRID3
* xyz 1 1
C -3.117 0.652 0.243
C 1.427 -0.682 1.269
C 1.240 1.197 -0.340
C 1.166 -0.220 -0.064
N 1.019 -1.078 -1.090
S -3.893 -0.519 -0.680
S -1.676 0.433 1.123
H -3.218 1.699 0.271
H 1.021 -0.198 2.073
H 1.337 -1.767 1.149
H 2.564 -0.606 1.446
H 1.807 1.776 0.315
H 0.216 1.457 -0.297
H 1.647 1.350 -1.326
H 0.662 -2.046 -0.811
H -2.755 -0.757 -1.309
H 0.553 -0.692 -1.972
*
```

HOMO-LUMO gap in eV: 7.71
Energy in a.u.: -1009.20362
HOMO in eV: -12.5332

---

energy of number 1 (C13H21N5Rh)? -891.21060 a.u.

---

Which of these has the lowest energy? C4H10NS2

---

Which value of energy does entry 1 give? -891.21060 a.u.